*a*
The following is a DFT calculation (ωB97M-V/def2-TZVPD) of a single C4H9NO3 molecule.

Calculated values
**Molecular weight**: 119.1 g/mol
**E_HOMO**: -9.96 eV
**Structure (SMILES)**: C[C@@](N)(CO)OC=O
**Gap between HOMO and LUMO**: 10.605 eV

```
! wB97M-V def2-TZVPD RIJCOSX def2/J DEFGRID3
* xyz 0 1
C 0.67 1.68 -0.15
C 0.03 0.30 -0.25
N 0.39 -0.32 -1.45
C 0.47 -0.61 1.06
O 1.59 -1.43 0.90
O -1.38 0.56 -0.16
C -2.15 -0.52 0.17
O -3.23 -0.38 0.65
H 0.37 2.29 -1.00
H 1.75 1.59 -0.14
H 0.31 2.17 0.75
H -0.22 -0.17 -2.24
H 0.63 -1.30 -1.45
H 0.70 0.12 1.85
H -0.27 -1.25 1.56
H 2.12 -1.28 0.11
H -1.78 -1.48 -0.23
*
```

*b*
The following is a DFT calculation (ωB97M-V/def2-TZVPD) of 2 unconnected molecules or ions with the total composition C4H9NO3.

Calculated values
**Molecular weight**: 119.1 g/mol
**E_HOMO**: -9.66 eV
**Structure (SMILES)**: C[C@@H](C=O)NC=O.O
**Gap between HOMO and LUMO**: 10.195 eV

```
! wB97M-V def2-TZVPD RIJCOSX def2/J DEFGRID3
* xyz 0 1
C -1.97 -0.56 -0.49
C -0.91 0.18 0.30
C -0.21 -0.44 1.55
O -0.30 0.08 2.63
N 0.29 0.35 -0.54
C 0.33 0.57 -1.89
O 1.38 0.67 -2.49
H -2.93 -0.49 0.04
H -1.76 -1.53 -0.89
H -2.23 -0.08 -1.46
H -1.24 1.16 0.70
H 0.52 -1.26 1.47
H 1.27 0.28 -0.20
H -0.63 0.66 -2.40
O 2.78 0.01 0.84
H 2.36 0.79 1.24
H 3.24 -0.39 1.59
*
```

It is *a* that is most stable; the runner-up trails by 9.7 kJ/mol.

*a*
The following is a DFT calculation (ωB97M-V/def2-TZVPD) of 2 unconnected molecules or ions with the total composition C4H9NO3.

Calculated values
**Molecular weight**: 119.1 g/mol
**E_HOMO**: -7.98 eV
**Structure (SMILES)**: C/C(O)=C/O.NC=O
**Gap between HOMO and LUMO**: 8.734 eV

```
! wB97M-V def2-TZVPD RIJCOSX def2/J DEFGRID3
* xyz 0 1
C 1.02 1.59 -1.59
C -0.07 0.89 -0.83
O -0.24 1.43 0.43
C -0.74 -0.14 -1.34
O -1.73 -0.89 -0.75
H 0.74 2.63 -1.75
H 1.94 1.59 -1.00
H 1.19 1.11 -2.54
H -0.98 1.01 0.88
H -0.55 -0.46 -2.35
H -1.81 -0.69 0.21
N 0.61 -1.63 1.30
C -0.18 -1.09 2.23
O -1.29 -0.65 2.01
H 1.54 -1.95 1.52
H 0.30 -1.66 0.33
H 0.25 -1.09 3.24
*
```

*b*
The following is a DFT calculation (ωB97M-V/def2-TZVPD) of a molecular structure, C4H9NO3.

Calculated values
**Molecular weight**: 119.1 g/mol
**E_HOMO**: -9.52 eV
**Gap between HOMO and LUMO**: 10.023 eV

```
! wB97M-V def2-TZVPD RIJCOSX def2/J DEFGRID3
* xyz 0 1
O 1.21 3.34 -1.16
C 0.90 2.69 -0.16
C 0.44 1.27 -0.17
N 0.31 0.52 -1.46
H 0.90 3.10 0.90
H 1.15 0.70 0.43
H -0.55 1.30 0.33
H -0.12 -0.67 -0.99
H -0.28 0.95 -2.14
H 1.21 0.36 -1.87
O -0.37 -0.89 1.56
C -0.65 -1.77 0.76
O -0.58 -1.65 -0.53
C -1.15 -3.10 1.27
H -1.01 -3.95 0.61
H -0.64 -3.32 2.22
H -2.20 -3.09 1.57
*
```

*c*
The following is a DFT calculation (ωB97M-V/def2-TZVPD) of a molecular structure, C4H9NO3.

Calculated values
**Molecular weight**: 119.1 g/mol
**E_HOMO**: -8.74 eV
**Gap between HOMO and LUMO**: 9.208 eV

```
! wB97M-V def2-TZVPD RIJCOSX def2/J DEFGRID3
* xyz 0 1
C 0.19 1.11 -0.48
C 0.66 1.49 -1.86
C -1.13 0.48 -0.37
O 1.37 -0.01 0.12
H 1.88 -0.36 -0.62
H 0.38 1.87 0.27
H 0.05 2.33 -2.22
H -1.83 0.76 -1.16
H 0.54 0.66 -2.55
H 1.70 1.81 -1.84
H -0.95 -0.66 -0.31
H -1.59 0.63 0.61
O -0.06 -1.90 0.76
N -0.48 -1.76 2.06
C -0.60 -2.49 3.01
O -0.90 -2.90 4.07
H 0.78 -1.06 0.53
*
```

It is *a* that is most stable; the runner-up trails by 8.2 kJ/mol.

*a*
The following is a DFT calculation (ωB97M-V/def2-TZVPD) of a single C4H9NO3 molecule.

Calculated values
**Molecular weight**: 119.1 g/mol
**E_HOMO**: -9.06 eV
**Structure (SMILES)**: CO[C@@H](O)[C@@H](C)N=O
**Gap between HOMO and LUMO**: 9.092 eV

```
! wB97M-V def2-TZVPD RIJCOSX def2/J DEFGRID3
* xyz 0 1
C 2.16 0.47 1.07
O 0.79 0.84 0.92
C -0.26 -0.31 0.82
O -1.12 -0.26 1.85
C -0.80 0.12 -0.55
C -0.59 -0.82 -1.72
N -2.04 0.76 -0.40
O -2.74 0.90 -1.39
H 2.52 -0.05 0.18
H 2.72 1.39 1.23
H 2.28 -0.18 1.95
H 0.30 -1.24 0.81
H -1.71 0.51 1.71
H 0.11 1.02 -0.44
H -0.90 -0.33 -2.64
H -1.20 -1.72 -1.60
H 0.46 -1.12 -1.81
*
```

*b*
The following is a DFT calculation (ωB97M-V/def2-TZVPD) of a single C4H9NO3 molecule.

Calculated values
**Molecular weight**: 119.1 g/mol
**E_HOMO**: -9.51 eV
**Structure (SMILES)**: C[C@@H](O)[C@H](N)C(=O)O
**Gap between HOMO and LUMO**: 10.180 eV

```
! wB97M-V def2-TZVPD RIJCOSX def2/J DEFGRID3
* xyz 0 1
C 1.18 0.06 1.23
C 1.10 0.03 -0.30
O 1.62 -1.17 -0.82
C -0.34 0.28 -0.84
N -0.88 1.61 -0.65
C -1.26 -0.78 -0.26
O -1.02 -1.98 -0.29
O -2.37 -0.32 0.32
H 2.23 -0.05 1.52
H 0.79 0.99 1.62
H 0.59 -0.77 1.65
H 1.72 0.84 -0.70
H 0.98 -1.85 -0.63
H -0.29 0.09 -1.90
H -1.03 1.82 0.37
H -0.21 2.31 -1.00
H -2.84 -1.11 0.68
*
```

It is *b* that is most stable; the runner-up trails by 460.1 kJ/mol.

*a*
The following is a DFT calculation (ωB97M-V/def2-TZVPD) of 2 unconnected molecules or ions with the total composition C4H9NO3.

Calculated values
**Molecular weight**: 119.1 g/mol
**E_HOMO**: -9.25 eV
**Gap between HOMO and LUMO**: 6.545 eV

```
! wB97M-V def2-TZVPD RIJCOSX def2/J DEFGRID3
* xyz 0 1
C 1.11 -1.14 -0.17
O 2.21 -0.97 0.50
C 0.26 0.33 -0.28
C -1.12 0.18 -0.61
C -2.10 -0.03 0.37
O -3.26 -0.60 -0.15
O -2.07 0.08 1.59
N 0.48 0.98 0.94
H 1.25 -1.56 -1.17
H 0.43 -1.80 0.38
H 0.81 0.77 -1.12
H 3.35 1.00 -1.23
H -1.49 0.12 -1.62
H -3.85 -0.58 0.61
H 1.33 0.73 1.42
H 3.00 1.60 -0.99
H -0.35 0.88 1.53
*
```

*b*
The following is a DFT calculation (ωB97M-V/def2-TZVPD) of 2 unconnected molecules or ions with the total composition C4H9NO3.

Calculated values
**Molecular weight**: 119.1 g/mol
**E_HOMO (spin up / spin down)**: -9.54 / -9.54 eV
**Gap between HOMO and LUMO (spin up / spin down)**: 7.820 / 7.856 eV

```
! wB97M-V def2-TZVPD RIJCOSX def2/J DEFGRID3
* xyz 0 1
C 1.98 0.09 0.86
C 1.04 0.26 -0.29
C 1.41 0.41 -1.56
O -0.74 -1.14 0.56
H -1.07 -1.08 1.47
H 1.83 0.88 1.60
H 3.02 0.12 0.51
H 1.81 -0.87 1.36
H 2.46 0.42 -1.83
H 0.68 0.49 -2.35
C -0.45 0.24 0.07
N -2.77 -0.74 -0.21
O -0.66 1.11 1.17
O -1.28 0.42 -0.94
H -1.59 1.36 1.14
H -2.62 -1.71 -0.49
H -3.05 -0.25 -1.07
*
```

*c*
The following is a DFT calculation (ωB97M-V/def2-TZVPD) of a single C4H9NO3 molecule.

Calculated values
**Molecular weight**: 119.1 g/mol
**E_HOMO**: -9.43 eV
**Structure (SMILES)**: O=CNC(CO)CO
**Gap between HOMO and LUMO**: 9.872 eV

```
! wB97M-V def2-TZVPD RIJCOSX def2/J DEFGRID3
* xyz 0 1
O 2.45 0.61 -1.37
C 1.33 0.75 -0.93
N 0.56 -0.37 -1.20
C -0.70 -0.66 -0.44
C -0.33 -1.48 0.81
O -0.70 -0.77 2.01
C -1.53 0.52 -0.12
O -0.81 1.53 0.66
H 0.78 1.57 -0.57
H 0.97 -1.12 -1.67
H -1.37 -1.34 -1.11
H -1.06 -2.29 0.95
H 0.77 -1.91 0.89
H 0.03 -0.68 2.60
H -1.75 1.12 -1.04
H -2.37 0.33 0.55
H -0.20 1.20 1.40
*
```

It is *c* that is most stable; the runner-up trails by 253.3 kJ/mol.